[1]
95
Properties=species:S:1:pos:R:3 method="wB97M-V/def2-TZVPD" e_homo_ev=0.2 lumo_ev=3.9 total_charge=-2 gap_ev=3.7 relative_energy_ev=0.6175
Li 0.5822 -0.2574 0.6304
C 2.0075 -0.3568 4.8854
C 1.6354 -0.7409 3.4636
S -0.0717 -0.4928 3.0589
C 2.5907 -1.2197 2.6371
C 4.0137 -1.3618 3.1530
S 2.3734 -1.7423 0.9536
H 1.1077 -0.3063 5.4974
H 2.4825 0.6339 4.9259
H 2.7032 -1.0652 5.3499
H 4.1103 -2.1937 3.8656
H 4.3618 -0.4603 3.6717
H 4.6897 -1.5588 2.3227
C -3.8572 -1.2808 -1.1693
Te -1.8769 -1.4535 -0.3852
C -2.4169 -3.4985 -0.0416
C -3.9246 -3.5354 -0.0707
C -4.6421 -4.6068 0.4580
C -6.0285 -4.6256 0.4256
C -6.7186 -3.5632 -0.1452
C -6.0139 -2.4906 -0.6689
C -4.6216 -2.4617 -0.6329
H -3.8445 -1.2780 -2.2601
H -4.2874 -0.3404 -0.8292
H -2.0226 -3.8019 0.9272
H -1.9930 -4.1493 -0.8070
H -4.0993 -5.4288 0.9117
H -6.5700 -5.4607 0.8549
H -7.8024 -3.5626 -0.1638
H -6.5433 -1.6434 -1.0921
C 1.6894 -0.1918 -5.5332
C 0.7137 0.9784 -5.4437
C -0.4137 0.7453 -4.4415
S -0.0089 0.9614 -2.6811
O 1.2691 0.2298 -2.4558
C 0.4047 2.7517 -2.7403
C 1.9031 3.0132 -2.5980
C 2.4015 2.8992 -1.1620
H 2.4999 0.0279 -6.2324
H 1.1762 -1.0902 -5.8858
H 2.1125 -0.4097 -4.5544
H 0.2673 1.1601 -6.4274
H 1.2526 1.8940 -5.1861
H -0.7854 -0.2816 -4.5019
H -1.2666 1.4090 -4.6169
H -0.1429 3.1977 -1.9075
H 0.0065 3.1626 -3.6705
H 2.1033 4.0164 -2.9906
H 2.4520 2.3068 -3.2248
H 1.8309 3.5516 -0.4968
H 3.4552 3.1812 -1.0979
H 2.2967 1.8817 -0.7906
O -0.0814 1.4294 0.1974
C -1.2031 1.9651 0.2192
O -2.2449 1.5187 -0.3389
C -1.3764 3.2489 1.0235
C -2.6915 3.9446 0.7076
Ge -4.2018 2.7095 0.4374
C -5.7139 3.9144 1.0366
C -6.1592 4.9612 0.2261
C -7.1107 5.8751 0.6617
C -7.6458 5.7629 1.9385
C -7.2176 4.7345 2.7657
C -6.2636 3.8262 2.3170
C -4.7972 2.3704 -1.4211
C -3.9237 2.1414 -2.4854
C -4.3991 1.8637 -3.7606
C -5.7647 1.7907 -4.0010
C -6.6504 2.0127 -2.9567
C -6.1659 2.3088 -1.6875
C -4.4714 1.1450 1.5824
C -5.7330 0.5424 1.5873
C -5.9863 -0.5888 2.3497
C -4.9779 -1.1317 3.1377
C -3.7234 -0.5416 3.1559
C -3.4745 0.5847 2.3777
H -0.5073 3.8863 0.8427
H -1.3089 2.9532 2.0758
H -2.6072 4.4988 -0.2346
H -2.9733 4.6686 1.4744
H -5.7636 5.0604 -0.7813
H -7.4354 6.6737 0.0037
H -8.3906 6.4706 2.2845
H -7.6268 4.6360 3.7651
H -5.9474 3.0271 2.9790
H -2.8573 2.1403 -2.2970
H -3.6965 1.6815 -4.5664
H -6.1344 1.5569 -4.9927
H -7.7198 1.9581 -3.1258
H -6.8773 2.5015 -0.8914
H -6.5342 0.9540 0.9803
H -6.9635 -1.0574 2.3152
H -5.1666 -2.0265 3.7199
H -2.9039 -0.9570 3.7311
H -2.4634 0.9728 2.3918



[2]
97
Properties=species:S:1:pos:R:3 method="wB97M-V/def2-TZVPD" e_homo_ev=-7.0 lumo_ev=-0.1 total_charge=0 gap_ev=6.8 relative_energy_ev=0.4688
Ba -0.3285 -0.0793 0.0560
C 0.3587 0.4898 2.6547
Si -0.3468 2.1117 3.0348
C 0.3470 3.3623 1.7721
N 0.0813 3.0279 0.3571
C 1.0761 3.6227 -0.5437
C 0.9019 5.1222 -0.7758
C -0.5409 5.4418 -1.2236
C -1.3735 4.1672 -1.3349
C -1.3076 3.3941 -0.0234
C -2.2307 2.0404 2.9917
C -2.8727 0.8041 2.9218
C -4.2550 0.6947 3.0066
C -5.0258 1.8362 3.1595
C -4.4105 3.0805 3.2328
C -3.0298 3.1761 3.1531
C 0.0398 2.8506 4.7407
C 1.2724 3.4618 4.9917
C 1.6093 3.9384 6.2507
C 0.7127 3.8068 7.3019
C -0.5152 3.2006 7.0803
C -0.8451 2.7339 5.8146
H 0.0635 -0.2702 3.3885
H 1.4546 0.5642 2.6825
H 1.4320 3.3209 1.9225
H 0.0482 4.3982 2.0001
H 1.0402 3.1017 -1.5061
H 2.0603 3.4152 -0.1246
H 1.6254 5.4425 -1.5290
H 1.1493 5.6631 0.1394
H -0.5447 5.9858 -2.1692
H -1.0209 6.0934 -0.4888
H -1.0280 3.5479 -2.1679
H -2.4152 4.4081 -1.5479
H -1.9429 2.5055 -0.0707
H -1.7411 4.0260 0.7610
H -2.2777 -0.0984 2.8162
H -4.7257 -0.2789 2.9535
H -6.1044 1.7594 3.2246
H -5.0105 3.9743 3.3541
H -2.5642 4.1540 3.2368
H 1.9959 3.5684 4.1884
H 2.5703 4.4115 6.4132
H 0.9696 4.1752 8.2872
H -1.2210 3.0939 7.8952
H -1.8145 2.2721 5.6617
C 5.0582 -1.4953 -1.5980
C 5.1440 -0.2380 -0.7400
As 3.4745 0.0831 0.2387
C 3.5000 -1.4509 1.4769
C 4.7725 -1.7802 2.2466
C 3.9946 1.6294 1.3443
C 5.4015 1.7001 1.9268
H 5.9639 -1.6320 -2.1906
H 4.2135 -1.4506 -2.2881
H 4.9338 -2.3876 -0.9814
H 5.3200 0.6435 -1.3603
H 5.9739 -0.3082 -0.0367
H 3.2161 -2.3006 0.8486
H 2.6636 -1.2880 2.1599
H 5.6460 -1.8383 1.5951
H 4.6726 -2.7470 2.7438
H 4.9774 -1.0414 3.0188
H 3.2410 1.6942 2.1321
H 3.8315 2.4907 0.6927
H 5.5747 0.9356 2.6808
H 5.5585 2.6696 2.4040
H 6.1671 1.5914 1.1581
Cl -5.0884 3.5033 -0.3147
C -6.5762 2.9209 -0.9965
C -7.5034 3.8400 -1.4424
C -8.7026 3.4004 -1.9814
C -8.9271 2.0417 -2.1039
C -7.9740 1.1285 -1.6814
Cl -8.2727 -0.5464 -2.0410
C -6.7780 1.5310 -1.0681
N -5.8103 0.6723 -0.5949
C -6.0423 -0.5426 0.0769
C -7.0836 -0.6486 0.9941
C -7.2862 -1.8244 1.6930
C -6.4328 -2.9022 1.4973
C -5.4010 -2.7990 0.5779
C -5.2007 -1.6329 -0.1533
C -4.1321 -1.5649 -1.2164
C -2.8270 -0.9877 -0.6960
O -1.8567 -1.7836 -0.5227
O -2.7324 0.2510 -0.4643
H -7.2822 4.8941 -1.3498
H -9.4438 4.1100 -2.3207
H -9.8327 1.6657 -2.5592
H -4.8627 1.0248 -0.5453
H -7.7299 0.2064 1.1521
H -8.1013 -1.8952 2.4016
H -6.5783 -3.8223 2.0477
H -4.7465 -3.6443 0.4013
H -4.4934 -0.9369 -2.0333
H -3.9155 -2.5621 -1.5932



[3]
104
Properties=species:S:1:pos:R:3 method="wB97M-V/def2-TZVPD" e_homo_ev="-14.4 / -14.4" spin_multiplicity=2 lumo_ev="-10.3 / -9.6" total_charge=+3 gap_ev="4.1 / 4.8" relative_energy_ev=0.0000 s2=0.77
V 1.6452 1.1597 -0.7005
C 3.6407 2.4122 -3.5824
C 3.6066 3.0612 -2.2466
C 4.2170 4.2320 -1.8526
C 3.8777 4.4290 -0.5122
C 4.2856 5.5281 0.3991
N 3.0937 3.4168 -0.1302
N 2.9203 2.5524 -1.1894
B 2.3818 3.1164 1.2176
N 2.8215 1.6679 1.6673
N 2.7335 0.6081 0.7631
C 3.6284 -0.3524 1.1806
C 3.8748 -1.6342 0.4750
C 4.2277 0.0836 2.3315
C 3.7175 1.3591 2.6022
C 4.0757 2.2684 3.7188
N 0.8664 3.1221 0.9237
N 0.4625 2.7454 -0.3348
C -0.7372 3.2763 -0.5780
C -1.4735 3.0464 -1.8490
C -1.1247 4.0170 0.5360
C -0.1032 3.8997 1.4625
C 0.0009 4.4574 2.8338
H 4.2331 3.0179 -4.2641
H 2.6408 2.3146 -4.0087
H 4.1040 1.4262 -3.5358
H 4.8393 4.8703 -2.4547
H 4.8031 6.2993 -0.1646
H 4.9633 5.1577 1.1685
H 3.4216 5.9752 0.8887
H 2.6840 3.8914 2.0552
H 4.1439 -1.4693 -0.5679
H 3.0105 -2.2945 0.5177
H 4.7000 -2.1476 0.9627
H 4.9562 -0.4494 2.9176
H 4.6120 1.7113 4.4826
H 3.1869 2.7156 4.1590
H 4.7245 3.0706 3.3653
H -0.8250 2.6469 -2.6284
H -1.8917 3.9859 -2.2084
H -2.3054 2.3579 -1.6913
H -2.0297 4.5882 0.6506
H -0.8410 5.1172 3.0279
H 0.9200 5.0249 2.9723
H -0.0244 3.6374 3.5530
C -7.8191 -1.8453 5.2776
C -6.4555 -1.2867 5.0177
C -6.2423 -0.3266 4.0325
C -4.9854 0.2219 3.8191
C -3.9110 -0.2224 4.5793
N -2.6071 0.3301 4.3963
C -1.8957 0.4205 3.2553
O -0.8226 1.0079 3.1731
N -2.4784 -0.2112 2.1521
C -2.0013 -0.1980 0.8677
C -2.8063 -0.6638 -0.1802
C -2.3326 -0.6484 -1.4759
C -1.0633 -0.1646 -1.7403
N -0.2905 0.2771 -0.7453
C -0.7265 0.2586 0.5215
C -4.0982 -1.1822 5.5707
C -5.3625 -1.6972 5.7878
H -8.4915 -1.6485 4.4443
H -8.2534 -1.3999 6.1733
H -7.7719 -2.9236 5.4268
H -7.0757 0.0279 3.4397
H -4.8668 1.0209 3.0977
H -2.1239 0.6835 5.2081
H -3.3642 -0.6723 2.3156
H -3.8032 -1.0318 0.0291
H -2.9547 -0.9860 -2.2935
H -0.6654 -0.0954 -2.7450
H -0.0795 0.6451 1.2994
H -3.2614 -1.5236 6.1651
H -5.5039 -2.4353 6.5665
C -1.0325 -1.9728 -5.4532
C 0.3789 -2.4058 -5.8198
C 1.4328 -1.8434 -4.8799
N 1.2104 -2.3955 -3.5311
C 1.4076 -1.8325 -2.3722
S 2.2736 -0.2888 -2.3739
N 1.0530 -2.4082 -1.2120
C -0.0078 -3.3916 -0.9796
O -0.7266 -3.1542 -0.0519
C -0.0513 -4.5627 -1.8658
C 1.1381 -5.2045 -2.2294
C 1.0783 -6.3482 -3.0087
C -0.1557 -6.8291 -3.4364
C -1.3339 -6.1906 -3.0705
C -1.2895 -5.0631 -2.2672
H -1.7580 -2.3743 -6.1571
H -1.1264 -0.8851 -5.4689
H -1.3206 -2.3290 -4.4591
H 0.6357 -2.0686 -6.8252
H 0.4607 -3.4968 -5.8475
H 1.3592 -0.7564 -4.8162
H 2.4455 -2.1047 -5.1904
H 0.8242 -3.3379 -3.5071
H 1.1566 -1.8306 -0.3920
H 2.0929 -4.8264 -1.8863
H 1.9864 -6.8726 -3.2705
H -0.1962 -7.7168 -4.0530
H -2.2860 -6.5843 -3.3980
H -2.2008 -4.5761 -1.9464



[4]
106
Properties=species:S:1:pos:R:3 method="wB97M-V/def2-TZVPD" e_homo_ev=-8.2 lumo_ev=-0.9 smiles="Cc1cccc(CC2=C(N=C=S)C(=O)C(P(C)O)=C(CCC(N)=O)C2=O)c1.O=C1CCCO1.O=C1CCCO1.O=C1CCCO1.O=C1CCCO1.O=C1CCCO1" total_charge=0 gap_ev=7.4
C -1.5168 -5.1722 0.8234
C -0.2192 -4.4702 1.4726
C 0.0727 -4.4338 2.9971
C 1.3574 -3.6671 3.4345
C 2.3266 -2.9691 2.4619
C 2.0188 -3.0463 0.9506
C 2.9214 -2.3489 -0.2020
C 1.8846 -1.4174 -1.0209
C 1.2524 -1.8091 -2.2321
N 1.5303 -3.1363 -2.8785
C 2.6532 -3.0190 -3.5232
S 3.9582 -3.1463 -4.5335
C 0.2160 -0.7454 -2.8543
O 0.0613 -0.6607 -4.0934
C -0.6095 0.1400 -1.7844
P -2.4306 0.6546 -2.1083
C -3.5081 -0.1676 -0.7425
O -2.9850 -0.0802 -3.5574
C 0.0282 0.5507 -0.5675
C -0.6552 1.4592 0.5473
C -0.2701 1.0427 2.0626
C 0.6176 2.1687 2.8123
N 1.7311 2.8922 2.1321
O 0.3735 2.4130 4.0359
C 1.5413 0.0154 -0.3951
O 2.4353 0.6416 0.2147
C 0.7587 -3.7957 0.4715
H -2.2022 -4.2919 0.5125
H -2.0835 -5.8362 1.5521
H -1.2500 -5.6954 -0.1635
H -0.6364 -4.9094 3.7564
H 1.5818 -3.6288 4.5472
H 3.2556 -2.3807 2.7729
H 3.4252 -3.1326 -0.8552
H 3.7218 -1.6621 0.2404
H -2.8535 -0.8429 -0.0921
H -4.3539 -0.7964 -1.1753
H -3.9019 0.7034 -0.1087
H -3.1297 -1.0422 -3.3856
H -0.3124 2.5569 0.4319
H -1.7968 1.4910 0.4964
H -1.2019 0.9204 2.7293
H 0.2745 0.0407 2.0915
H 2.6209 2.5543 2.5251
H 1.6431 3.8907 2.3830
H 0.5289 -3.8635 -0.6383
O 2.6149 5.1004 3.8909
C 2.0344 5.6264 4.8053
C 2.1454 5.2389 6.2539
C 0.9465 5.9352 6.8618
C 0.7738 7.1340 5.9586
O 1.2074 6.6970 4.6656
H 3.0866 5.6233 6.6545
H 2.0874 4.1576 6.3763
H 1.0794 6.2025 7.9115
H 0.0687 5.2857 6.7878
H 1.3950 7.9803 6.2671
H -0.2663 7.4601 5.9062
O 0.3580 -7.1472 0.3926
C 0.9117 -7.5296 -0.6048
C 1.8608 -8.6935 -0.6937
C 2.5249 -8.4605 -2.0347
C 1.4475 -7.7392 -2.8110
O 0.7252 -6.9789 -1.8357
H 1.2869 -9.6231 -0.6789
H 2.5833 -8.6739 0.1219
H 2.8659 -9.3761 -2.5207
H 3.3914 -7.8044 -1.9059
H 0.7531 -8.4299 -3.2988
H 1.8653 -7.0683 -3.5636
O 7.8563 -5.1376 -3.8878
C 8.2169 -4.0952 -4.3683
C 7.3904 -3.2042 -5.2556
C 8.4392 -2.2932 -5.8576
C 9.4930 -2.2506 -4.7755
O 9.4360 -3.5341 -4.1428
H 6.6766 -2.6523 -4.6405
H 6.8735 -3.7830 -6.0212
H 8.0602 -1.3064 -6.1288
H 8.8523 -2.7551 -6.7599
H 9.2871 -1.4822 -4.0244
H 10.4917 -2.0867 -5.1838
O -4.4110 2.9162 -0.0927
C -4.0465 3.9577 -0.5826
C -4.8710 4.8453 -1.4717
C -3.8208 5.7481 -2.0824
C -2.7643 5.7922 -1.0039
O -2.8264 4.5119 -0.3634
H -5.5808 5.4036 -0.8568
H -5.3928 4.2639 -2.2323
H -4.1962 6.7349 -2.3582
H -3.4124 5.2790 -2.9832
H -2.9647 6.5656 -0.2567
H -1.7659 5.9491 -1.4155
O -6.6091 6.4562 0.6952
C -7.5480 5.7121 0.8313
C -7.4813 4.2986 1.3421
C -8.8306 3.7486 0.9313
C -9.7034 4.9819 0.9471
O -8.8373 6.0613 0.5774
H -7.3621 4.3177 2.4280
H -6.6632 3.7496 0.8743
H -9.1973 2.9533 1.5823
H -8.7699 3.3501 -0.0864
H -10.1137 5.1885 1.9400
H -10.5257 4.9101 0.2332



[5]
97
Properties=species:S:1:pos:R:3 method="wB97M-V/def2-TZVPD" e_homo_ev="-6.6 / -6.8" spin_multiplicity=3 lumo_ev="0.2 / 0.2" total_charge=0 gap_ev="6.9 / 7.1" relative_energy_ev=0.4834 s2=2.02
V -0.6899 0.1116 0.4417
C -1.8981 2.4575 -2.6998
C -2.1029 3.4814 -1.5828
C -1.5511 3.0416 -0.2171
N -1.9564 1.6910 0.2052
C -3.2366 1.4885 0.4810
C -4.1927 2.5118 0.6248
C -5.5810 2.4581 0.6517
C -6.4344 1.3795 0.5040
C -6.0496 0.0445 0.4948
C -4.8073 -0.5195 0.7086
C -3.5303 0.0814 0.8373
N -2.4478 -0.5639 1.2108
C -2.5844 -1.8306 1.9343
C -2.1268 -3.0275 1.1051
C -0.6802 -2.7896 0.6722
N -0.5740 -1.6858 -0.2861
C -0.5000 -1.9268 -1.5921
C -0.7630 -3.1932 -2.1362
C -0.6485 -3.6829 -3.4335
C -0.1750 -3.0729 -4.5757
C 0.3150 -1.7762 -4.6501
C 0.3538 -0.7718 -3.7029
C -0.0721 -0.7250 -2.3565
N -0.0186 0.3724 -1.6174
C 0.5032 1.6000 -2.2187
C -0.4532 2.3217 -3.1862
H -2.2441 1.4827 -2.3571
H -2.5284 2.7329 -3.5486
H -1.6139 4.4235 -1.8505
H -3.1705 3.6863 -1.4967
H -0.4769 3.0690 -0.2217
H -1.8458 3.7760 0.5364
H -3.7772 3.5059 0.7195
H -6.0647 3.4244 0.7570
H -7.4936 1.5910 0.4193
H -6.8546 -0.6703 0.3532
H -4.7915 -1.6027 0.7219
H -1.9396 -1.7690 2.8113
H -3.6016 -1.9604 2.2955
H -2.1895 -3.9347 1.7103
H -2.7704 -3.1508 0.2282
H -0.1192 -2.5012 1.5619
H -0.2119 -3.6882 0.2780
H -1.1464 -3.9161 -1.4285
H -0.9627 -4.7155 -3.5519
H -0.1548 -3.6637 -5.4835
H 0.7257 -1.4936 -5.6127
H 0.8008 0.1437 -4.0626
H 0.7753 2.2626 -1.4036
H 1.4389 1.3971 -2.7438
H -0.0345 3.3124 -3.3918
H -0.4734 1.7830 -4.1361
C 4.1795 1.1542 -0.9298
C 3.1260 0.2896 -1.6387
C 3.3671 -1.1848 -1.4130
C 4.0343 -1.9525 -2.3550
C 4.3258 -3.2920 -2.1112
C 3.9779 -3.8462 -0.8925
C 3.3143 -3.1056 0.0901
C 3.0205 -3.7732 1.4199
C 4.2800 -3.9288 2.2797
C 2.9791 -1.7714 -0.1897
N 2.1275 -1.0346 0.6528
C 2.3380 -0.8195 1.8803
C 1.3323 -0.2097 2.7133
C 1.4584 0.1073 4.0499
C 0.2073 0.6052 4.4730
C -0.6240 0.5396 3.3682
N 0.0307 0.0286 2.2830
H 3.9961 2.2216 -1.1008
H 5.1846 0.9139 -1.2882
H 4.1537 0.9760 0.1496
H 3.1388 0.4987 -2.7114
H 2.1408 0.5447 -1.2450
H 4.3117 -1.4985 -3.3025
H 4.8261 -3.8928 -2.8641
H 4.2136 -4.8893 -0.6884
H 2.5910 -4.7613 1.2312
H 2.2809 -3.2076 1.9807
H 5.0406 -4.5133 1.7548
H 4.0535 -4.4308 3.2256
H 4.7153 -2.9490 2.5053
H 3.2865 -1.0696 2.3690
H 2.3643 0.0157 4.6375
H -0.0662 0.9399 5.4647
H -1.6673 0.8119 3.2995
C -0.3757 4.1138 3.5787
S 1.1532 3.7621 2.7032
C 1.2184 5.3537 1.8793
O 0.8672 2.7548 1.6354
H -0.2973 5.1071 4.0294
H -0.5101 3.3560 4.3477
H -1.1930 4.0658 2.8536
H 1.5108 6.1136 2.6111
H 0.2397 5.5817 1.4474
H 1.9740 5.2759 1.0964